The following is a DFT calculation (ωB97M-V with the def2-TZVPD basis set) of 8 unconnected molecules or ions with the total composition C25H49NO9S2 in a non-equilibrium geometry.

Each line ends with the Löwdin charge.
Atoms and positions in Å:
O1 6.54420 -0.09268 -0.39271  -0.31
S1 5.92950 1.11281 0.04287  0.64
O2 6.66623 2.04231 0.83032  -0.30
C1 5.24167 1.91999 -1.39930  -0.22
C2 3.77328 1.54504 -1.43019  -0.21
C3 3.30310 1.41224 0.03997  -0.21
C4 4.36557 0.70184 0.80920  -0.22
H1 5.88934 1.65444 -2.22386  0.11
H2 5.33274 2.98982 -1.18268  0.11
H3 3.22222 2.27158 -2.02211  0.09
H4 3.64946 0.56845 -1.92291  0.11
H5 2.31651 0.95078 0.09247  0.09
H6 3.07827 2.41649 0.43496  0.13
H7 4.23546 -0.36821 0.63541  0.08
H8 4.38534 0.85908 1.88190  0.10
O3 -1.78564 0.57954 3.41539  -0.31
S2 -0.96898 -0.39812 2.76331  0.63
O4 -0.19549 -1.31856 3.54779  -0.33
C5 -1.88923 -1.28457 1.51906  -0.22
C6 -1.81477 -0.39862 0.26185  -0.19
C7 -0.62284 0.61172 0.30940  -0.18
C8 0.14727 0.40539 1.61586  -0.23
H9 -2.87346 -1.55961 1.86420  0.08
H10 -1.25306 -2.15476 1.34355  0.10
H11 -1.81179 -1.05775 -0.60360  0.10
H12 -2.75973 0.14591 0.16404  0.10
H13 -1.07589 1.59376 0.24060  0.11
H14 0.03357 0.38257 -0.52396  0.08
H15 0.59137 1.25717 2.11150  0.09
H16 0.85591 -0.41550 1.47719  0.08
C9 0.78415 3.45762 -3.90726  -0.01
C10 0.16669 2.11196 -3.81905  -0.55
C11 1.05853 0.91478 -3.87664  -0.02
O5 -0.97478 1.98279 -3.56309  0.09
H17 1.20213 3.65134 -4.89381  0.09
H18 1.53996 3.56790 -3.13151  0.07
H19 0.00305 4.20159 -3.72688  0.09
H20 2.08598 1.18824 -4.11052  0.08
H21 0.62474 0.19309 -4.56188  0.08
H22 1.03830 0.43373 -2.89614  0.08
C12 -6.82772 -3.81805 1.30922  -0.02
C13 -5.50398 -3.38963 0.71421  -0.50
C14 -4.70900 -4.43282 -0.03802  -0.01
O6 -5.10759 -2.26540 0.82599  0.06
H23 -7.34831 -2.97530 1.75643  0.08
H24 -6.68728 -4.61641 2.03502  0.08
H25 -7.47811 -4.17780 0.49819  0.09
H26 -4.75358 -5.41645 0.43240  0.08
H27 -3.67160 -4.10948 -0.09195  0.08
H28 -5.09699 -4.53147 -1.05166  0.09
C15 3.76359 -2.67980 -1.06113  -0.01
C16 2.44807 -2.50915 -0.36923  -0.52
C17 2.35033 -2.95473 1.06999  -0.01
O7 1.48326 -2.06089 -0.93001  0.06
H29 3.68789 -2.24393 -2.05593  0.08
H30 3.97976 -3.74103 -1.20316  0.10
H31 4.55940 -2.18268 -0.50602  0.07
H32 3.01972 -3.78961 1.27573  0.09
H33 1.31391 -3.23105 1.25158  0.08
H34 2.56438 -2.14046 1.77083  0.09
C18 -4.04415 -0.31874 -3.81397  -0.01
C19 -3.25477 -1.60669 -3.98195  -0.51
C20 -1.76939 -1.45434 -4.22574  -0.03
O8 -3.77555 -2.67985 -3.91619  0.07
H35 -4.24474 0.10433 -4.80577  0.09
H36 -3.45255 0.41201 -3.26539  0.07
H37 -5.00542 -0.52644 -3.35569  0.08
H38 -1.53473 -1.15359 -5.24719  0.09
H39 -1.26012 -2.41290 -4.08828  0.09
H40 -1.38058 -0.74787 -3.49724  0.05
C21 3.84172 3.51612 4.41909  -0.01
C22 2.68237 2.56911 4.35146  -0.57
C23 1.58269 2.80631 5.32075  -0.01
O9 2.64271 1.72435 3.57325  0.11
H41 3.49953 4.49421 4.75388  0.08
H42 4.31545 3.59007 3.44319  0.08
H43 4.59005 3.16209 5.13050  0.09
H44 1.19420 3.81452 5.13623  0.09
H45 1.97293 2.74621 6.33863  0.09
H46 0.75115 2.11427 5.21597  0.08
C24 -5.10437 1.06205 1.86079  -0.07
C25 -4.52699 2.37216 2.02637  -0.30
N1 -4.08452 3.41558 2.20461  0.13
H47 -5.50099 0.91192 0.86881  0.08
H48 -5.83170 0.95310 2.66010  0.09
H49 -4.32729 0.32258 2.04851  0.05

Values from the calculation:
Relative energy (zero: lowest compared OMol25 entry of this formula, charge and spin) ... 0.00 kJ/mol
Lowest unoccupied orbital energy ... 0.429 eV
Gap between HOMO and LUMO ... 10.0 eV
Total energy ... -68306.2927 eV
SMILES ... O=S1(=O)CCCC1.O=S1(=O)CCCC1.CC(C)=O.CC(C)=O.CC(C)=O.CC(C)=O.CC(C)=O.CC#N
Total charge ... 0